# 1
The following is a quantum chemistry calculation of an isolated molecule of C5H11N2O5P in a non-equilibrium geometry, from OMol25.

```
24
Properties=species:S:1:pos:R:3:forces:R:3
O 2.75989 -1.02380 -0.20768 -2.2 -1.1 1.5
N 1.86491 -1.26211 0.60878 2.1 1.3 -1.2
N 0.76192 -0.45032 0.46705 0.4 -0.5 0.2
C -0.21499 -0.51583 1.57627 -1.0 -1.1 -1.2
C -1.31579 -1.50523 1.20246 -0.6 -0.1 0.6
C -2.01788 -1.11954 -0.08683 1.0 0.7 -0.4
C -0.95996 -0.99509 -1.23414 -0.6 -0.4 1.4
C 0.25373 -0.13445 -0.88435 -1.1 -0.5 0.2
O -0.16935 1.22256 -0.87086 -0.1 1.8 0.2
P 1.08709 2.21164 -0.61273 2.6 -0.3 -2.1
O 2.25678 1.77345 -1.39408 0.1 -0.9 0.6
O 1.31546 2.19140 0.96649 -0.7 0.9 -0.7
O 0.88990 3.69226 -1.16672 -2.3 0.0 1.6
H -0.66035 0.45833 1.69258 0.0 0.5 0.1
H 0.19635 -0.83391 2.52209 0.8 0.1 0.0
H -0.86009 -2.49602 1.11143 -0.1 0.0 0.0
H -2.06341 -1.54286 2.01707 0.4 -0.1 -0.2
H -2.76790 -1.85428 -0.34011 -0.2 -0.2 -0.2
H -2.53647 -0.16240 0.06507 0.1 -0.1 -0.1
H -0.59964 -1.99644 -1.46543 0.2 -0.1 0.0
H -1.43313 -0.62642 -2.11694 -0.1 0.4 -0.7
H 0.99664 -0.27291 -1.65392 0.7 0.0 0.3
H 1.42635 1.23397 1.07573 0.2 -0.4 0.7
H 1.78992 4.00800 -1.27123 0.4 0.1 -0.3
```
Positions in Å, forces in eV/Å.

The charge is 0. The calculation puts the LUMO energy at 0.002 Eh. The value obtained for the HOMO energy is -9.789 eV. The gap between HOMO and LUMO is 0.3621 hartree. The molar mass comes out at 210.1 g/mol. The value obtained for the energy above the lowest of the compared OMol25 structures with the same formula, charge and spin is 1.572 eV. As for the total energy: -1024.21405 hartree. Its SMILES is O=NN1CCCC[C@H]1OP(=O)(O)O.

***

# 2
The following is a quantum chemistry calculation of a structure of composition C6H6N in a non-equilibrium geometry, from OMol25.

```
13
Properties=species:S:1:pos:R:3:forces:R:3
C -0.64274 -1.83206 -0.40658 2.3 -1.3 0.7
C -0.94599 0.04688 0.25076 0.6 6.4 1.4
C -1.07648 1.40139 0.01415 -4.3 -3.6 -0.4
C 1.41606 1.00646 0.49050 0.6 -0.6 0.4
C 0.64933 -1.32275 -0.35806 2.4 -1.2 -2.2
C 0.58407 0.01097 0.15879 0.3 -2.0 -0.4
N -1.55427 -1.05004 0.17108 -1.5 -1.4 -1.4
H -0.78190 -2.82218 -0.74954 -0.8 -0.8 -0.3
H -1.94716 1.60991 -0.59610 0.2 0.9 -0.2
H -0.64053 2.02859 0.69799 1.2 1.8 0.6
H 1.00608 2.00641 0.46536 1.0 0.0 0.5
H 2.42057 0.76346 0.84927 -0.1 0.4 -0.5
H 1.51296 -1.84704 -0.98762 -1.8 1.5 1.8
```
Positions in Å, forces in eV/Å.

The charge is +1. The calculation puts the LUMO energy at -0.264 Eh. The value obtained for the HOMO energy is -14.806 eV. The gap between HOMO and LUMO is 0.2801 hartree. The molar mass comes out at 92.1 g/mol. The value obtained for the energy above the lowest of the compared OMol25 structures with the same formula, charge and spin is 3.182 eV. As for the total energy: -286.51834 hartree.

***

# 3
The following is a quantum chemistry calculation of a cluster of 9 separate species, BF4H16O8 in total in a non-equilibrium geometry, from OMol25.

```
29
Properties=species:S:1:pos:R:3:forces:R:3
B -24.81263 -6.15365 -6.60747 0.1 0.3 -0.5
F -24.62068 -7.37490 -7.14828 0.7 -2.0 -1.1
F -25.00608 -5.20986 -7.57379 0.1 1.0 -0.8
F -25.90957 -6.21365 -5.80579 -1.1 0.1 1.7
F -23.68514 -5.86698 -5.87874 1.4 0.1 1.2
O -23.57107 -6.57176 -3.00941 0.1 -0.2 0.3
H -24.17052 -6.03680 -2.48911 -0.1 0.0 0.1
H -23.59702 -6.18083 -3.88276 0.1 0.1 -0.5
O -26.87704 -6.14828 -3.12960 -0.3 0.0 0.5
H -26.23999 -5.54422 -2.74814 0.0 0.2 0.0
H -26.59977 -6.24571 -4.04056 0.2 -0.1 -0.3
O -28.47295 -5.81011 -6.21016 -0.8 0.0 0.1
H -27.54265 -5.92214 -6.01463 0.2 0.1 -0.2
H -28.69522 -4.95653 -5.83837 -0.1 0.1 0.1
O -27.18153 -7.70707 -7.92892 -0.4 -0.3 -0.5
H -26.30184 -7.35518 -7.79270 0.0 -0.3 -0.2
H -27.50233 -7.89899 -7.04774 -0.2 0.0 0.1
O -22.05924 -6.71866 -9.01591 0.3 -0.1 -0.3
H -22.76528 -7.01495 -8.44150 -0.4 -0.2 0.2
H -21.84500 -5.84095 -8.69974 0.0 0.2 0.1
O -26.40460 -4.25464 -9.74846 -0.2 0.4 -0.4
H -25.82783 -4.57651 -9.05567 0.1 -0.2 0.4
H -26.15524 -4.75977 -10.52233 0.0 -0.1 -0.1
O -23.48302 -3.35415 -5.51043 0.1 0.9 0.4
H -23.05475 -2.98962 -6.28498 0.0 0.1 -0.1
H -23.56461 -4.28905 -5.69897 0.0 -0.2 0.0
O -23.50268 -9.35285 -4.98744 0.2 -0.4 0.0
H -23.55825 -8.48591 -5.38938 -0.1 0.2 -0.2
H -24.13397 -9.32495 -4.26846 -0.1 0.1 0.2
```
Positions in Å, forces in eV/Å.

The charge is -1. The calculation puts the LUMO energy at 0.102 Eh. The value obtained for the HOMO energy is -7.626 eV. The gap between HOMO and LUMO is 0.3819 hartree. The molar mass comes out at 230.9 g/mol. The value obtained for the energy above the lowest of the compared OMol25 structures with the same formula, charge and spin is 0.814 eV. As for the total energy: -1036.16900 hartree.

***

# 4
The following is a quantum chemistry calculation of a structure of composition C40H51BaN6P2 in a non-equilibrium geometry, from OMol25.

```
100
Properties=species:S:1:pos:R:3:forces:R:3
Ba 0.36899 -0.85363 0.73089 0.4 -0.1 0.9
N -0.85634 -4.35343 4.40676 1.6 -1.3 0.3
C -0.09945 -3.53677 3.63513 -2.9 1.3 1.5
N -0.36535 -2.28827 3.36015 -0.9 0.1 -0.1
C -1.56189 -1.72160 3.92547 0.2 -1.2 0.9
N -2.00590 -0.52118 3.73510 0.5 -1.2 -0.5
N -1.34336 0.07295 2.68805 -0.2 1.4 -0.5
C -2.08290 0.94406 2.09810 0.8 -1.0 1.3
C -1.64687 1.71930 0.96738 0.8 0.3 -1.5
C -2.71556 2.05371 -0.07149 0.4 -0.2 0.7
C -2.60108 3.50288 -0.27007 2.4 3.3 -0.1
C -1.32377 4.00730 -0.32597 -2.2 -0.2 -0.3
C -0.22436 2.99571 -0.28921 0.3 1.1 -0.6
N -0.42742 2.10216 0.82121 -0.9 -1.1 0.8
C -2.38078 -2.60440 4.78940 -1.7 0.5 0.5
C -3.72086 -2.24152 5.18930 1.8 -0.1 -1.8
C -4.58358 -3.11129 5.76482 -0.7 -0.8 0.4
C -4.08382 -4.34648 6.16635 1.7 -0.8 -0.4
C -2.79634 -4.75701 5.76858 -1.4 -1.2 1.6
C -2.01311 -3.91557 5.04925 1.1 1.2 -1.4
H -0.45067 -5.30044 4.60992 -0.9 1.4 -0.2
H 0.73916 -4.00235 3.26983 2.1 -0.8 -1.0
H -3.07443 1.06418 2.48526 -0.7 0.3 0.0
H -3.67766 1.85403 0.34246 -0.8 -0.4 0.3
H -3.47194 4.15682 -0.39828 0.3 -0.4 0.1
H -1.00529 5.03967 -0.56234 -0.7 -0.6 0.2
H 0.70081 3.53753 -0.08000 0.2 -0.4 -0.3
H -4.08985 -1.36388 4.73348 -0.3 1.1 0.0
H -5.66537 -2.92006 5.80537 0.7 0.2 0.4
H -4.63816 -5.04953 6.74565 -0.6 -0.3 0.2
H -2.38221 -5.74675 6.04546 -0.6 0.6 -0.2
C 6.03566 0.19186 0.70623 1.3 -1.2 0.2
C 4.74637 -0.51468 0.90250 -2.3 1.0 0.6
C 4.57355 -1.77589 0.02426 0.0 0.3 3.5
P 3.24146 0.60948 0.61710 0.1 -1.3 -0.2
C 3.32207 2.07377 1.70325 0.5 -1.0 0.0
C 3.30106 1.74733 3.18019 -0.8 1.0 2.0
C 4.34098 3.13113 1.40823 -0.2 2.4 1.4
C 3.32401 1.14797 -1.11173 -3.1 -1.5 0.1
C 4.37143 1.74574 -1.67003 3.6 2.0 -1.5
C 4.58726 2.01663 -3.02993 -3.3 -1.9 -0.3
C 5.83464 2.50861 -3.58088 1.6 0.1 -0.8
C 3.51953 1.59164 -3.88870 2.7 1.1 0.6
C 2.40301 1.03855 -3.35808 -1.5 -0.7 0.0
C 2.26057 0.79464 -1.99083 -0.5 0.1 0.5
N 1.05990 0.18866 -1.54112 -0.4 0.1 0.2
C -0.11575 0.84210 -1.57807 0.4 -1.0 -0.7
C -0.10887 2.32115 -1.79714 -0.2 0.9 1.3
C -1.21275 2.76036 -2.69413 -0.9 -0.7 -0.4
C -2.41473 2.20341 -2.52686 0.9 0.1 -0.5
C -3.65258 2.52244 -3.28662 -1.1 -1.6 -0.9
C -2.52667 1.21594 -1.38839 -0.4 0.5 -0.2
C -1.38468 0.25525 -1.33210 1.5 -0.3 -0.5
P -1.53098 -1.53052 -1.51401 0.4 0.1 -0.4
C -3.20548 -2.05254 -0.97365 -1.4 1.0 1.3
C -4.54633 -1.75102 -1.72422 0.8 -0.7 -0.5
C -3.45234 -1.61580 0.53173 0.8 0.2 -1.4
C -1.32095 -2.00422 -3.29338 -1.2 0.8 -0.9
C -2.15258 -1.12010 -4.32369 1.4 -1.8 -0.4
C -1.60006 -3.50382 -3.41676 1.3 0.9 -0.9
H 6.87994 -0.50557 0.88508 -0.2 0.3 -0.1
H 6.16923 1.02852 1.36069 0.0 0.5 0.3
H 6.07884 0.50256 -0.32077 0.4 0.2 -0.4
H 4.47673 -0.66728 1.98164 0.8 -0.5 -0.6
H 4.98733 -1.56531 -0.90576 0.3 0.0 -1.9
H 3.52204 -2.04032 0.06013 -0.1 -0.3 -0.6
H 5.13086 -2.56304 0.54881 0.0 -0.1 -0.5
H 2.30674 2.38024 1.53620 -0.5 0.9 -0.4
H 4.23472 1.44711 3.69764 -0.3 0.2 -0.7
H 2.49264 1.10383 3.58122 0.4 -0.2 -0.8
H 2.95495 2.72529 3.61881 0.8 -0.7 0.1
H 5.35701 2.93971 1.70838 0.4 -0.7 0.1
H 4.14011 4.07395 2.01543 -0.2 -1.0 -0.6
H 4.36328 3.46862 0.40148 -0.1 0.1 -1.0
H 5.17834 2.04790 -1.03031 0.3 0.2 0.2
H 5.74514 3.10448 -4.48738 -0.4 -0.4 -0.4
H 6.59172 1.70197 -3.77067 -0.6 0.7 0.2
H 6.23737 3.23229 -2.91732 0.9 0.4 0.9
H 3.70873 1.71256 -4.95015 -0.5 0.0 -0.1
H 1.56325 0.74286 -3.99809 0.3 0.1 0.2
H 0.84393 2.68528 -2.15246 0.2 -0.2 -0.2
H -1.04053 3.51693 -3.44206 0.1 0.2 -0.1
H -3.53736 3.33560 -4.01027 0.0 -0.2 0.2
H -4.47599 2.75895 -2.58188 0.3 0.0 -0.4
H -4.02377 1.56365 -3.87496 0.7 1.8 1.1
H -3.44328 0.67895 -1.54152 -0.4 -0.3 0.1
H -3.03784 -3.11998 -0.90954 -0.4 -0.5 -0.2
H -4.73734 -0.73234 -2.05909 0.4 0.0 0.0
H -5.36662 -1.99939 -1.08241 -0.5 -0.2 0.6
H -4.66664 -2.41828 -2.57988 0.1 0.2 -0.2
H -3.71324 -0.56678 0.58674 0.1 0.4 -0.1
H -2.58058 -1.78209 1.15220 0.2 -0.1 0.2
H -4.28498 -2.12955 0.96188 -0.5 -0.7 0.2
H -0.26217 -1.90722 -3.48067 0.4 0.6 -0.1
H -3.21525 -1.26014 -4.21463 -0.4 -0.1 0.1
H -1.86163 -1.39010 -5.37575 -0.3 -0.1 0.9
H -1.92159 -0.08720 -4.25701 0.2 1.1 0.5
H -2.57630 -3.63956 -3.08440 -1.8 -0.9 0.7
H -0.86247 -4.00592 -2.77888 -0.4 -0.4 -0.3
H -1.57272 -3.82540 -4.47967 0.3 0.0 0.7
```
Positions in Å, forces in eV/Å.

The charge is +1. The calculation puts the LUMO energy at -0.112 Eh. The value obtained for the HOMO energy is -9.002 eV. The gap between HOMO and LUMO is 0.2191 hartree. The molar mass comes out at 815.2 g/mol. As for the total energy: -2591.28177 hartree.